No. 1
C10H13N2O5RuS | the ωB97M-V functional and the def2-TZVPD basis

Structure (XYZ):
```
32
Properties=species:S:1:pos:R:3:forces:R:3:lowdin_charge:R:1
O -1.08138 4.31225 -1.58982 2.48 0.18 -0.69 0.0548
C 0.04905 4.36337 -1.90777 -1.73 -1.53 0.61 0.0369
Ru 0.11087 0.38606 -2.86706 -0.86 -0.46 0.21 0.8203
C 0.19117 -1.01884 -1.71372 0.00 -4.33 2.50 -0.3784
O 0.18343 -1.90558 -0.94575 0.08 2.63 -2.04 0.1222
C -0.20889 -1.06683 -4.27013 -0.31 -3.18 -2.59 -0.0409
O -0.37958 -1.98791 -4.95993 0.75 4.45 3.22 0.2367
C 1.90990 1.07927 -2.98968 7.51 1.50 -0.79 -0.1824
O 3.02099 1.44153 -2.94744 -4.88 -1.37 -0.10 0.1750
C -1.66442 1.12868 -2.89153 -5.87 1.32 -0.61 -0.1960
O -2.75498 1.50569 -2.83397 3.56 -1.02 -0.02 0.1959
H 0.78957 3.34818 -1.98504 -0.78 1.34 0.07 0.0464
C 2.45536 0.12106 1.07218 0.09 0.34 0.44 0.0310
N 1.19978 -0.43697 1.60790 -0.34 -0.84 -1.03 -0.0327
C 1.34068 -1.74699 2.26828 0.75 -0.08 0.57 0.0541
C 0.01665 0.05027 1.14493 -0.04 0.33 0.01 -0.5236
S 0.06219 1.28110 -0.14233 0.08 0.51 0.55 0.9887
N -1.19303 -0.32916 1.60283 0.39 -0.49 -0.54 -0.0420
C -1.44794 -1.53434 2.40807 -0.76 -0.03 0.45 0.0581
C -2.39610 0.35651 1.09594 -0.18 0.20 0.19 0.0310
H 3.29095 -0.37521 1.57680 -0.18 0.28 -0.21 0.1339
H 2.49026 1.20098 1.25313 0.00 -0.04 0.06 0.1286
H 2.52197 -0.05311 -0.00947 -0.11 -0.18 0.02 0.1142
H 0.93581 -1.72064 3.29159 0.09 -0.10 -0.34 0.1345
H 0.88302 -2.54145 1.65735 -0.02 0.33 0.20 0.1303
H 2.41447 -1.94840 2.34371 -0.34 0.03 0.04 0.1288
H -0.98388 -1.45680 3.40156 -0.07 -0.08 -0.30 0.1360
H -2.53118 -1.59213 2.54930 0.33 -0.03 0.05 0.1270
H -1.12913 -2.43550 1.86323 0.05 0.29 0.18 0.1350
H -2.33651 1.43222 1.30496 0.07 -0.08 0.05 0.1334
H -2.49226 0.21521 0.01196 0.07 -0.14 0.05 0.1122
H -3.26683 -0.07251 1.59993 0.18 0.24 -0.22 0.1307
```
Positions in Å, forces in eV/Å.

Its relative energy (zero: lowest compared OMol25 entry of this formula, charge and spin) is 26.2 kJ/mol. The spin multiplicity is 5. Its net charge is +3. Its gap between HOMO and LUMO (alpha / beta) is 4.361 / 5.065 eV. For the LUMO energy (alpha / beta), the calculation gives -13.08 / -15.60 eV.

***

No. 2
C5H13NO | the ωB97M-V functional and the def2-TZVPD basis

Structure (XYZ):
```
20
Properties=species:S:1:pos:R:3:forces:R:3:lowdin_charge:R:1
C -1.22305 -0.21511 1.63722 0.58 1.98 -2.22 -0.1108
N 0.25752 -0.11958 1.50548 1.22 -3.29 0.85 -0.1076
C 1.05313 0.07339 0.23817 -2.02 3.56 0.00 -0.3543
C 1.73302 1.50746 0.43672 -1.59 -1.66 -1.02 -0.0526
C 0.09126 0.26693 -0.96643 -0.38 0.03 0.14 -0.1654
C -0.41890 -1.05594 -1.52779 -0.22 -1.38 -0.24 -0.2473
O -1.82708 -1.35239 -1.58343 -0.20 0.32 0.72 -0.0931
H -1.50957 -0.73798 2.53977 0.15 -0.15 -0.01 0.0778
H -1.56394 0.82860 1.67807 -0.38 -0.25 0.37 0.0727
H -1.66253 -0.60309 0.70745 -0.34 -0.45 0.60 0.0548
H 0.51013 -1.08160 1.74832 0.31 0.45 0.47 0.0857
H 1.84002 -0.65862 0.09039 -0.32 -0.46 0.09 0.1278
H 2.78171 1.27961 0.60376 -0.01 1.01 0.99 0.0687
H 0.99763 2.00546 1.10004 1.56 -0.02 0.43 0.0859
H 1.61821 2.03821 -0.49953 0.55 0.25 -0.30 0.0401
H -0.77370 0.83483 -0.58444 0.17 -0.25 0.00 0.1128
H 0.53118 0.99453 -1.65780 0.01 -0.77 -0.45 0.0995
H -0.05413 -1.41654 -2.47904 0.66 0.81 -0.66 0.1071
H -0.02159 -1.84706 -0.88247 -0.32 0.10 0.31 0.1133
H -2.35931 -0.74110 -2.10447 0.55 0.18 -0.07 0.0850
```
Positions in Å, forces in eV/Å.

Its SMILES is CN[C@H](C)CCO. Its relative energy (zero: lowest compared OMol25 entry of this formula, charge and spin) is 258.1 kJ/mol. The spin multiplicity is 1. Its gap between HOMO and LUMO is 9.517 eV. For the LUMO energy, the calculation gives 0.93 eV.

***

No. 3
C57H43F3IrO3P2S2Sb | the ωB97M-V functional and the def2-TZVPD basis

Structure (XYZ):
```
112
Properties=species:S:1:pos:R:3:forces:R:3:lowdin_charge:R:1
Ir -0.12333 -0.23097 0.38828 0.60 -0.76 -0.26 0.6625
S 2.26166 -0.16433 0.34594 -0.02 0.23 0.10 0.3719
P 2.01191 1.85780 0.26131 0.00 -0.02 0.11 0.5681
C 0.27600 1.80792 0.57725 -0.22 -0.16 0.21 -0.5874
P -0.41654 2.05129 2.18156 -0.39 0.17 -0.02 0.5698
S -0.28639 0.08848 2.73067 -0.02 0.00 -0.07 0.3810
C -2.14744 2.58720 2.10290 0.06 0.10 0.04 -0.3121
C -3.05802 1.85057 1.34658 0.00 -0.11 -0.06 -0.0915
C -4.39041 2.22058 1.29053 -0.01 0.03 0.02 -0.0425
C -4.83611 3.32350 2.00714 0.03 -0.02 -0.01 -0.0564
C -3.94570 4.04142 2.79051 -0.01 -0.02 -0.02 -0.0643
C -2.60819 3.67651 2.84428 0.02 0.04 -0.02 -0.0725
C 0.37226 3.23013 3.28680 0.07 -0.08 -0.06 -0.3682
C 0.83549 2.82945 4.53302 0.00 -0.03 0.04 -0.0802
C 1.35455 3.77269 5.40985 -0.01 0.01 -0.02 -0.0590
C 1.41305 5.10697 5.03777 0.00 -0.02 0.00 -0.0598
C 0.96406 5.50708 3.78422 0.02 -0.03 0.00 -0.0670
C 0.44765 4.57063 2.90652 -0.01 0.02 0.00 -0.1125
C 2.37084 2.53377 -1.35713 -0.16 0.00 -0.08 -0.3408
C 3.66957 2.91007 -1.69258 0.09 -0.07 -0.03 -0.0778
C 3.94788 3.32471 -2.98449 0.00 0.01 -0.04 -0.0565
C 2.93844 3.36508 -3.93859 0.01 -0.02 0.05 -0.0494
C 1.64246 2.99544 -3.60449 0.09 0.05 -0.05 -0.0436
C 1.35598 2.57974 -2.31336 -0.01 0.04 0.14 -0.0763
C 3.09976 2.70568 1.41621 -0.05 0.02 -0.03 -0.3561
C 3.32823 4.07545 1.28121 0.02 0.03 -0.03 -0.0968
C 4.15247 4.72874 2.18023 0.00 0.00 0.01 -0.0628
C 4.75185 4.02012 3.21406 -0.01 -0.01 -0.01 -0.0557
C 4.52691 2.65836 3.35194 -0.02 0.02 -0.02 -0.0584
C 3.69819 1.99869 2.45690 -0.02 0.01 0.00 -0.0888
H -2.75097 0.95339 0.83006 -0.01 0.09 0.09 0.0580
H -5.07402 1.63085 0.69441 0.00 0.00 -0.01 0.1166
H -5.87821 3.61120 1.96801 -0.01 0.01 0.00 0.1116
H -4.28904 4.88767 3.36977 0.00 0.01 0.01 0.1102
H -1.94346 4.24499 3.47522 0.05 0.01 0.03 0.0955
H 0.78624 1.78632 4.82176 0.00 0.00 -0.01 0.0910
H 1.70728 3.46448 6.38444 0.01 -0.01 0.01 0.1124
H 1.81024 5.84098 5.72602 0.00 0.01 0.01 0.1121
H 1.01294 6.54848 3.49580 0.00 0.01 -0.01 0.1138
H 0.07941 4.88453 1.93561 0.01 0.00 -0.01 0.1221
H 4.46316 2.87650 -0.95577 -0.03 -0.01 -0.02 0.1140
H 4.95507 3.61860 -3.24645 0.01 0.00 -0.01 0.1131
H 3.16317 3.69308 -4.94448 0.01 0.00 -0.02 0.1132
H 0.84949 3.03956 -4.33858 0.09 0.00 0.05 0.0910
H 0.33676 2.32789 -2.03797 0.22 0.06 -0.01 0.0673
H 2.87509 4.62846 0.46681 -0.02 0.00 0.02 0.1174
H 4.33223 5.78998 2.07380 0.00 0.01 0.00 0.1141
H 5.40120 4.53305 3.91104 0.01 0.00 0.01 0.1133
H 4.99895 2.10796 4.15426 0.00 -0.01 0.01 0.1130
H 3.52066 0.93678 2.55832 -0.02 -0.04 0.00 0.0760
O -0.26115 -0.39776 -1.73829 0.29 -0.19 0.00 -0.1863
C -1.59862 -0.29893 -2.31602 -0.01 0.01 -0.03 -0.2759
C -2.60474 -0.43346 -1.13792 0.19 -0.04 0.08 -0.5825
O -3.77901 -0.27478 -1.35268 -0.21 0.04 -0.07 0.1260
O -2.11066 -0.74925 0.02740 0.18 0.45 0.14 -0.2566
C -1.81171 -1.46688 -3.26559 -0.13 -0.06 0.03 -0.1712
C -3.06097 -1.61288 -3.87133 0.00 -0.01 -0.03 -0.0193
C -3.30441 -2.68404 -4.71279 0.01 0.01 0.01 -0.0541
C -2.30622 -3.61809 -4.96781 0.00 -0.01 0.00 -0.0703
C -1.06429 -3.47038 -4.37594 -0.01 -0.02 -0.01 -0.0648
C -0.81651 -2.40017 -3.52253 0.01 0.06 -0.03 -0.0321
C -1.71568 1.05781 -2.97983 -0.24 0.05 -0.05 -0.1492
C -2.00312 2.18190 -2.20746 -0.15 0.02 -0.01 -0.0319
C -2.06975 3.43601 -2.79132 -0.01 -0.02 -0.03 -0.0518
C -1.85687 3.58031 -4.15720 -0.06 -0.03 0.00 -0.0750
C -1.57349 2.46596 -4.93163 -0.08 0.01 0.02 -0.0789
C -1.50234 1.20847 -4.34553 0.04 -0.01 -0.01 -0.0067
H 0.39608 0.03654 -2.30016 -0.03 0.07 0.02 0.1166
H -3.84145 -0.89246 -3.66538 0.03 -0.02 -0.01 0.1256
H -4.27750 -2.78970 -5.17358 -0.01 0.00 0.00 0.1104
H -2.49917 -4.45259 -5.62856 0.00 -0.01 -0.01 0.1076
H -0.27750 -4.18744 -4.56875 0.01 -0.01 0.00 0.1030
H 0.15614 -2.31610 -3.06131 0.03 0.02 0.03 0.0981
H -2.17980 2.08580 -1.14279 -0.01 -0.02 -0.02 0.1000
H -2.30211 4.29925 -2.18182 0.00 0.01 0.01 0.1134
H -1.92617 4.55729 -4.61672 0.01 0.01 0.00 0.1113
H -1.41897 2.56890 -5.99738 0.00 0.00 -0.02 0.1134
H -1.29190 0.34344 -4.96190 -0.02 -0.01 0.01 0.1264
F 3.02179 -6.04110 -3.86149 -0.03 0.04 0.05 0.0776
C 2.37957 -5.35137 -2.90582 0.01 0.00 -0.02 -0.2754
C 1.19869 -5.85683 -2.39741 0.04 0.02 -0.03 0.0017
C 0.53781 -5.13162 -1.41689 -0.03 -0.02 0.00 -0.1116
C 1.05588 -3.92537 -0.95390 -0.05 -0.04 0.05 -0.3638
C 2.25250 -3.44905 -1.48315 0.03 0.11 -0.02 -0.1252
C 2.92320 -4.15719 -2.46803 -0.02 -0.05 -0.02 0.0061
Sb 0.06975 -2.88385 0.60278 -0.15 0.05 -0.05 1.5315
C 1.07213 -3.68360 2.27671 -0.03 -0.02 -0.05 -0.3652
C 1.13636 -5.06973 2.41252 -0.01 -0.02 0.01 -0.1103
C 1.81110 -5.64394 3.47623 0.03 0.03 0.04 0.0090
C 2.42184 -4.80757 4.39411 0.01 0.00 0.02 -0.2710
F 3.07803 -5.35573 5.42775 -0.03 0.03 -0.05 0.0784
C 2.38513 -3.43134 4.28435 0.00 -0.06 0.00 0.0046
C 1.70325 -2.87223 3.21292 0.01 0.12 -0.02 -0.1309
C -1.79126 -3.86057 0.64388 0.03 -0.02 0.07 -0.3673
C -2.29345 -4.36199 1.83974 -0.01 -0.02 0.02 -0.1006
C -3.55494 -4.93855 1.88543 -0.02 0.00 -0.04 0.0081
C -4.29241 -4.99634 0.71924 -0.02 -0.01 0.00 -0.2673
F -5.51298 -5.55276 0.75383 0.05 0.02 0.00 0.0772
C -3.82314 -4.50129 -0.48441 -0.04 -0.01 0.04 0.0195
C -2.56497 -3.92628 -0.51368 0.04 0.04 -0.07 -0.1120
H 0.81077 -6.79501 -2.76920 0.00 -0.01 0.00 0.1274
H -0.39615 -5.51659 -1.02524 0.01 0.00 0.01 0.0995
H 2.67700 -2.51075 -1.14198 -0.02 -0.03 0.00 0.0540
H 3.85240 -3.80329 -2.89223 0.01 0.00 -0.01 0.1250
H 0.65993 -5.71702 1.68487 -0.01 0.00 0.00 0.1066
H 1.87277 -6.71561 3.60244 0.00 -0.01 0.00 0.1264
H 2.88312 -2.82166 5.02500 0.01 0.01 0.01 0.1235
H 1.67853 -1.79242 3.11168 -0.01 -0.05 0.00 0.0365
H -1.70790 -4.31013 2.75002 0.01 0.00 0.00 0.1021
H -3.96756 -5.33552 2.80218 0.00 0.00 0.01 0.1249
H -4.44142 -4.55922 -1.36908 -0.01 0.00 -0.01 0.1267
H -2.19670 -3.52884 -1.45542 -0.01 -0.03 0.05 0.0958
```
Positions in Å, forces in eV/Å.

Its relative energy (zero: lowest compared OMol25 entry of this formula, charge and spin) is 0.0 kJ/mol. The spin multiplicity is 2. Its net charge is +1. Its gap between HOMO and LUMO (alpha / beta) is 7.838 / 6.500 eV. For the LUMO energy (alpha / beta), the calculation gives -2.59 / -4.26 eV.

***

The lowest relative energy (zero: lowest compared OMol25 entry of this formula, charge and spin) belongs to which entry?
C57H43F3IrO3P2S2Sb

***

The highest spin multiplicity belongs to which entry?
C10H13N2O5RuS

***

Which of these has the lowest spin multiplicity?
C5H13NO